Entry 1:
Formula: C32H46BNO9
Source: the Open Molecules 2025 dataset
Level of theory: the ωB97M-V functional and the def2-TZVPD basis

Properties
**E_LUMO**: -0.0171 Ha
**Structure (SMILES)**: C#CC1=C(B(C)O)C(=O)C(c2ccccn2)=CC1=O.CC(C)=O.CC(C)=O.CC(C)=O.CC(C)=O.CC(C)=O.CC(C)=O
**E_tot**: -2003.52664 Ha
**Charge**: 0
**Kohn-Sham gap**: 0.310 Eh

```
89
Properties=species:S:1:pos:R:3:forces:R:3
C -0.65490 -2.66776 4.21469 0.5 -1.1 -0.6
C 0.40921 -2.79500 3.61579 0.1 1.8 -1.3
C 1.61497 -2.36762 2.72941 0.5 -0.1 1.4
C 2.80731 -1.95879 3.32551 -1.2 -0.2 -1.8
B 3.03926 -1.89189 4.93829 0.4 0.8 0.3
C 2.99489 -3.23969 5.81335 -0.3 0.5 0.3
O 3.24238 -0.58138 5.48913 -1.6 -2.1 -0.9
C 3.94150 -1.50582 2.29611 -0.6 0.0 0.1
O 5.10629 -1.81794 2.44698 -1.7 0.7 -0.2
C 3.39257 -0.66406 1.05318 -0.9 0.2 -0.9
C 4.17604 0.61398 0.53263 -0.7 0.6 0.7
C 3.61746 1.93529 0.95236 2.9 0.1 -2.1
C 4.33387 3.16609 0.43588 1.0 -3.1 -0.7
C 5.53977 2.93576 -0.45172 -2.6 -2.2 1.9
C 5.91455 1.51139 -0.72076 -0.4 1.5 0.3
N 5.29036 0.36723 -0.25384 -1.1 3.4 0.7
C 2.19648 -1.06287 0.47124 1.5 -0.3 2.0
C 1.51562 -2.33942 1.13743 -0.2 0.1 -0.2
O 0.99800 -3.23347 0.48754 0.7 1.6 1.1
H -1.65114 -2.73689 4.71437 1.7 0.1 -0.7
H 3.92840 -3.85662 5.64900 -1.0 0.6 0.3
H 2.07827 -3.83364 5.50489 1.2 0.6 0.2
H 2.83924 -2.97622 6.91216 0.5 -0.5 -1.3
H 2.48482 -0.03241 5.16281 1.0 0.1 0.1
H 2.71524 1.96442 1.61768 1.1 0.1 -0.9
H 3.96557 4.19139 0.71223 0.5 -1.3 -0.4
H 6.10161 3.80612 -0.88098 -0.6 -1.2 0.5
H 6.81351 1.35182 -1.39746 -1.3 0.0 1.0
H 1.70916 -0.52081 -0.38452 0.6 -0.9 0.9
C 1.17068 -5.78553 8.35678 0.2 0.0 -0.3
C 0.17201 -4.71861 7.99075 0.1 0.2 -0.4
O 0.24891 -4.11728 6.93921 -0.3 -0.2 0.4
C -0.92562 -4.42793 8.98199 -0.1 0.3 -0.2
H 1.90134 -5.88765 7.55292 -0.1 0.0 0.1
H 1.69479 -5.50589 9.27297 -0.1 -0.2 0.1
H 0.66114 -6.74195 8.49060 0.0 0.0 0.2
H -0.49429 -4.08830 9.92581 -0.1 -0.2 0.1
H -1.52791 -5.32418 9.14343 0.1 0.0 0.2
H -1.56938 -3.63994 8.58780 0.1 -0.1 0.0
C -0.95021 0.05920 5.50755 0.2 0.2 -0.2
C 0.01637 1.09575 6.01558 0.2 0.1 -0.2
O 1.01181 1.39375 5.38323 -0.2 -0.2 0.2
C -0.29611 1.74841 7.33623 0.3 0.3 0.0
H -0.59684 -0.32257 4.55057 0.0 0.1 0.1
H -1.00949 -0.76999 6.21553 -0.1 0.1 0.0
H -1.93657 0.50648 5.36423 0.0 -0.1 0.2
H -0.32881 0.99400 8.12477 -0.2 0.0 0.0
H -1.25212 2.27231 7.27511 -0.1 -0.2 0.1
H 0.48480 2.47170 7.57593 -0.1 -0.1 0.0
C 1.49527 4.09053 -1.96343 0.2 -0.2 0.4
C 1.12737 4.90062 -0.74895 0.2 -0.3 0.3
O 1.51269 4.58635 0.36055 -0.2 0.2 -0.2
C 0.26288 6.11630 -0.96249 0.0 0.1 0.4
H 2.11886 3.24757 -1.65993 0.0 0.1 0.0
H 0.59298 3.70450 -2.44069 0.1 0.2 -0.2
H 2.05841 4.70691 -2.66599 -0.2 -0.1 -0.2
H -0.69463 5.82017 -1.39547 0.1 0.1 -0.2
H 0.77177 6.82338 -1.62051 -0.2 -0.1 -0.2
H 0.07802 6.60172 -0.00276 0.0 -0.1 -0.1
C 1.57825 0.94495 -4.82585 0.2 0.2 0.3
C 1.09128 2.25491 -5.39100 0.1 0.4 0.0
O 1.52367 3.31572 -4.98540 -0.1 -0.3 -0.1
C 0.04935 2.19547 -6.47616 0.1 0.3 0.1
H 2.32543 1.13907 -4.05417 -0.1 0.0 -0.1
H 0.74467 0.40056 -4.37723 0.0 -0.1 -0.2
H 2.03769 0.34706 -5.61535 -0.2 -0.1 0.0
H -0.85139 1.70730 -6.10075 0.0 -0.1 -0.2
H 0.44183 1.65286 -7.33876 -0.1 -0.2 0.1
H -0.20711 3.20873 -6.78734 0.0 -0.1 0.1
C -5.11378 1.11434 -6.59176 0.3 0.2 -0.3
C -4.18324 2.18731 -6.09046 0.2 0.0 -0.3
O -3.19442 2.51072 -6.71803 -0.3 -0.1 0.2
C -4.52631 2.84558 -4.77801 0.3 0.3 0.0
H -4.74567 0.73161 -7.54045 -0.1 0.1 0.2
H -5.15389 0.29199 -5.87490 -0.2 0.1 0.0
H -6.11182 1.53090 -6.74560 -0.1 -0.1 0.2
H -4.54050 2.09989 -3.98048 -0.2 0.0 0.0
H -5.49814 3.33759 -4.85172 -0.1 -0.2 0.1
H -3.77068 3.59678 -4.54150 -0.1 -0.1 0.0
C -5.11039 -3.66904 -8.02448 0.2 0.2 0.2
C -5.59601 -2.36044 -8.59148 0.2 0.4 0.1
O -5.16327 -1.29911 -8.19005 -0.2 -0.6 -0.3
C -6.63978 -2.42070 -9.67628 0.0 0.4 0.0
H -4.36258 -3.47403 -7.25437 -0.1 0.0 -0.1
H -5.94401 -4.21143 -7.57383 0.0 -0.1 -0.2
H -4.65243 -4.26910 -8.81329 -0.2 -0.1 0.0
H -7.54103 -2.90784 -9.29865 0.1 -0.2 -0.1
H -6.24939 -2.96557 -10.53809 -0.1 -0.1 0.1
H -6.89476 -1.40709 -9.98923 0.0 -0.1 0.0
```
Positions in Å, forces in eV/Å.

These are the Löwdin partial charges, in e, on atoms 1 to 4: number 1, C, carries 0.0814; number 2, C, carries -0.0354; number 3, C, carries -0.0681; number 4, C, carries 0.0376

Entry 2:
Formula: C5H12O2
Source: the Open Molecules 2025 dataset
Level of theory: the ωB97M-V functional and the def2-TZVPD basis

Properties
**E_LUMO**: 0.0296 Ha
**Structure (SMILES)**: CC[C@@H](O)CCO
**ΔE to the lowest compared entry with this formula, charge and spin**: 17.35 kcal per mole
**E_tot**: -348.17716 Ha
**Charge**: 0
**Kohn-Sham gap**: 0.392 Eh

```
19
Properties=species:S:1:pos:R:3:forces:R:3
C 2.67346 -0.52228 0.54580 0.0 0.0 0.0
C 1.56702 0.15853 -0.25056 0.0 0.0 0.0
C 0.18370 -0.42568 0.03577 0.1 -0.1 -0.3
O -0.15807 -0.26951 1.40491 -0.1 0.2 0.1
C -0.86576 0.18298 -0.90371 0.0 0.0 0.0
C -2.28905 0.06833 -0.38090 0.0 -0.2 -0.3
O -2.44826 1.09441 0.59325 0.9 0.1 0.0
H 3.63903 -0.03135 0.38685 -0.1 -0.1 0.0
H 2.43867 -0.49087 1.61367 0.1 0.0 -0.1
H 2.77810 -1.57388 0.25354 0.0 0.1 0.0
H 1.76976 0.08530 -1.32899 0.0 0.0 0.2
H 1.53141 1.22916 -0.00606 0.0 -0.1 0.0
H 0.21882 -1.51289 -0.13851 0.0 0.1 0.0
H -0.76335 0.48427 1.48491 0.1 -0.2 0.1
H -0.78115 -0.28711 -1.88997 0.0 0.0 0.1
H -0.66785 1.25331 -1.04214 0.0 -0.1 0.0
H -2.45431 -0.91598 0.07373 0.0 0.1 0.0
H -3.01233 0.19760 -1.19382 0.1 0.0 0.1
H -3.35986 1.27565 0.74222 -1.0 0.1 0.2
```
Positions in Å, forces in eV/Å.

These are the natural (NBO) partial charges, in e, on atoms 1 to 4: number 1, C, carries -0.6093; number 2, C, carries -0.4101; number 3, C, carries 0.1047; number 4, O, carries -0.7397

Entry 3:
Formula: C8H17FN
Source: the Open Molecules 2025 dataset
Level of theory: the ωB97M-V functional and the def2-TZVPD basis

Properties
**E_LUMO**: -0.1138 Ha
**Structure (SMILES)**: C[C@H](F)C[N@@H+]1CCC[C@@H]1C
**ΔE to the lowest compared entry with this formula, charge and spin**: 0.00 kcal per mole
**E_tot**: -469.39396 Ha
**Charge**: +1
**Kohn-Sham gap**: 0.463 Eh

```
27
Properties=species:S:1:pos:R:3:forces:R:3
C 2.69272 0.51041 0.46740 0.0 0.3 0.0
C 1.66586 -0.57634 0.74561 0.1 0.1 0.1
F 2.31639 -1.68365 1.26540 0.1 -0.2 0.1
C 0.93489 -1.13472 -0.47305 0.1 0.3 0.2
N -0.29232 -0.38931 -0.90952 0.0 -0.4 -0.4
C -0.13493 1.04906 -1.35331 0.1 1.0 -0.1
C -1.21809 1.85329 -0.61414 -0.3 -0.6 0.0
C -1.43460 0.99273 0.63338 1.0 0.0 -0.3
C -1.50014 -0.39070 0.01599 -0.9 0.1 0.0
C -1.70552 -1.61656 0.87334 0.3 0.1 0.0
H 3.66696 0.17271 0.81298 0.0 -0.1 0.0
H 2.46917 1.43193 1.00231 -0.1 0.0 0.0
H 2.78824 0.75359 -0.58815 0.0 -0.1 -0.1
H 0.96911 -0.25574 1.51691 -0.1 0.0 0.0
H 0.63048 -2.15082 -0.24276 -0.1 -0.1 0.0
H 1.61259 -1.15256 -1.32432 0.0 0.0 -0.1
H -0.59317 -0.90316 -1.73344 0.0 -0.1 -0.1
H 0.83583 1.45705 -1.09648 0.2 -0.4 0.2
H -0.20406 1.09919 -2.43653 -0.1 -0.1 0.0
H -0.89709 2.85958 -0.37475 0.0 0.1 -0.2
H -2.12379 1.86876 -1.21810 -0.1 0.3 0.1
H -0.49027 1.06088 1.17919 -0.3 0.1 0.5
H -2.26311 1.25792 1.27638 -0.2 0.0 0.0
H -2.33819 -0.34878 -0.68751 0.0 -0.1 0.0
H -2.72939 -1.57918 1.23940 0.0 0.0 0.1
H -1.61993 -2.53436 0.29269 0.1 -0.1 0.0
H -1.03766 -1.65120 1.73109 0.1 -0.1 0.0
```
Positions in Å, forces in eV/Å.

These are the natural (NBO) partial charges, in e, on atoms 1 to 4: number 1, C, carries -0.6692; number 2, C, carries 0.1854; number 3, F, carries -0.3450; number 4, C, carries -0.2461

Entry 4:
Formula: C4H10N2
Source: the Open Molecules 2025 dataset
Level of theory: the ωB97M-V functional and the def2-TZVPD basis

Properties
**E_LUMO**: 0.0345 Ha
**Structure (SMILES)**: C=NC.C=NC
**ΔE to the lowest compared entry with this formula, charge and spin**: 69.38 kcal per mole
**E_tot**: -267.81477 Ha
**Charge**: 0
**Kohn-Sham gap**: 0.394 Eh

```
16
Properties=species:S:1:pos:R:3:forces:R:3
C 2.44693 1.50480 -2.68880 1.6 -2.2 -0.4
C 0.39857 2.20819 -2.11727 -1.2 0.1 -1.4
N 1.03769 1.15754 -2.41879 1.3 1.3 1.0
H 2.84269 2.44922 -2.34587 -0.5 0.6 0.4
H 3.09690 0.71993 -2.20603 -0.8 0.7 -0.1
H 2.80051 1.42534 -3.71870 -0.7 -0.1 -0.4
H 0.68180 3.19873 -2.52225 0.4 -0.1 1.0
H -0.61668 2.14707 -1.72459 0.0 -0.2 -0.1
C -0.90243 -1.19569 2.86761 -0.5 -2.2 1.6
C -2.36798 -2.71036 1.92923 0.6 -0.5 1.1
N -1.35431 -2.63512 2.69532 -0.6 0.9 -1.2
H -1.64303 -0.71413 3.53016 0.1 0.3 -0.8
H -0.04006 -1.32279 3.51077 0.6 0.6 -0.4
H -0.70789 -0.75348 1.90129 0.0 0.4 0.1
H -2.81375 -3.67929 1.68776 0.1 0.2 0.0
H -2.85896 -1.79997 1.62016 -0.4 0.2 -0.6
```
Positions in Å, forces in eV/Å.

These are the natural (NBO) partial charges, in e, on atoms 1 to 4: number 1, C, carries -0.4698; number 2, C, carries -0.0622; number 3, N, carries -0.3729; number 4, H, carries 0.1836